65
Properties=species:S:1:pos:R:3:forces:R:3:mulliken_charge:R:1 method="wB97M-V/def2-TZVPD" orbital_gap_ev=8.45 smiles="C[C@@H](CC1=C(CCCF)C(=O)OC1=O)OCc1ccccc1.O=C1CCCO1.O=C1CCCO1" homo_ha=-0.3290 e_lumo_ev=-0.5
C -0.01391 -2.30276 1.09686 0.355 -0.237 -0.060 -1.193
C 0.17619 -2.04779 -0.39014 -0.855 0.016 -0.124 0.108
C -1.08971 -1.41251 -1.00135 0.257 0.225 0.294 -0.966
C -2.37774 -1.98255 -0.52898 0.214 0.594 -0.057 0.795
C -3.26040 -1.42181 0.29746 0.057 -0.526 -0.094 0.539
C -3.29338 -0.12529 1.00252 -0.520 0.388 0.074 -1.080
C -3.42024 1.08986 0.06863 0.343 0.229 0.447 0.055
C -2.85754 2.32117 0.72876 -0.123 0.268 0.050 -0.730
F -1.53059 2.11058 1.09043 0.178 -0.037 0.012 -0.279
C -4.38010 -2.39342 0.44032 0.430 0.506 -0.254 -0.013
O -5.35554 -2.28765 1.09934 -0.852 -0.056 0.468 -0.552
O -4.13449 -3.47628 -0.35521 -0.268 -0.674 -0.066 -0.353
C -2.90109 -3.30238 -0.93813 0.143 0.661 0.431 0.245
O -2.37950 -4.11470 -1.61465 0.239 -0.840 -0.662 -0.520
O 1.18927 -1.11071 -0.67273 0.124 -0.150 0.035 -0.173
C 2.51025 -1.51467 -0.33920 0.391 0.266 -0.095 -1.353
C 3.21511 -0.37361 0.34334 0.054 0.200 -0.089 1.200
C 3.55737 0.73695 -0.43447 0.167 0.059 0.434 -0.509
C 4.16831 1.85308 0.13746 -0.316 -0.699 0.157 -0.631
C 4.43939 1.84784 1.50369 -0.181 -0.172 -0.409 -0.592
C 4.11931 0.73290 2.27589 -0.110 0.376 -0.148 -0.491
C 3.49765 -0.37439 1.70802 0.138 0.474 -0.315 -0.482
H -0.57854 -3.22162 1.22798 -0.299 -0.006 0.139 0.413
H -0.49702 -1.47058 1.59631 -0.184 0.152 0.038 0.135
H 0.93255 -2.46947 1.60242 0.182 0.004 -0.007 0.392
H 0.32433 -2.99930 -0.90831 0.416 -0.097 -0.011 0.270
H -1.06387 -0.37071 -0.69343 0.038 0.202 0.060 0.289
H -1.01530 -1.41409 -2.08524 -0.033 -0.200 -0.160 0.545
H -4.18150 -0.13596 1.63093 -0.049 -0.043 0.203 0.493
H -2.45419 0.01192 1.67744 0.339 -0.164 -0.116 0.388
H -4.46560 1.30739 -0.11623 -0.163 -0.097 -0.373 -0.164
H -2.89959 0.96360 -0.87472 -0.075 -0.224 -0.208 0.533
H -3.40497 2.58686 1.63256 -0.022 -0.058 0.161 0.298
H -2.88263 3.17494 0.05686 -0.003 0.073 -0.125 0.375
H 2.53207 -2.41491 0.27000 -0.121 -0.070 0.169 0.591
H 3.06394 -1.74028 -1.25290 -0.135 -0.134 -0.226 0.325
H 3.33073 0.73236 -1.49100 -0.040 -0.039 -0.118 0.418
H 4.40826 2.69588 -0.49189 0.076 0.177 0.051 0.431
H 4.90459 2.71722 1.94013 0.102 -0.008 0.220 0.403
H 4.35272 0.76824 3.32800 0.023 -0.179 0.120 0.425
H 3.23153 -1.22396 2.31948 -0.010 -0.115 0.063 0.351
O 7.09081 0.52317 2.28509 0.285 0.042 0.205 -0.533
C 7.79663 0.47391 1.32392 -0.340 -0.061 -0.121 0.433
C 7.70346 -0.49859 0.16447 0.470 -0.026 -0.089 -0.187
C 9.05743 -0.32890 -0.52307 -0.111 -0.070 -0.005 -0.523
C 9.39951 1.11664 -0.18294 0.059 -0.044 -0.111 -0.425
O 8.80554 1.35434 1.10394 0.043 -0.015 0.007 -0.356
H 6.87308 -0.18991 -0.47343 -0.077 -0.021 0.062 0.120
H 7.53275 -1.50789 0.52705 -0.201 0.033 0.032 0.318
H 9.04379 -0.52391 -1.59355 -0.017 0.065 -0.007 0.335
H 9.78818 -0.99888 -0.06791 0.019 0.016 -0.006 0.266
H 8.96865 1.82267 -0.89628 -0.021 -0.011 -0.004 0.253
H 10.46963 1.29606 -0.11341 -0.019 0.074 0.110 0.316
O -5.64572 2.23379 -2.21412 -0.021 0.128 0.022 -0.582
C -6.72021 1.96055 -1.76500 0.139 -0.241 -0.020 0.582
C -7.48767 0.66158 -1.92691 -0.402 0.223 -0.016 -0.273
C -8.89854 1.05195 -1.49003 0.061 -0.095 -0.046 -0.511
C -8.61827 2.17317 -0.49781 -0.138 -0.072 0.026 -0.426
O -7.41939 2.80994 -0.97624 -0.021 0.023 0.003 -0.366
H -7.04494 -0.08594 -1.26577 0.055 -0.027 -0.038 0.108
H -7.44018 0.31701 -2.95554 0.193 -0.079 0.023 0.329
H -9.47557 0.23586 -1.06059 0.034 0.014 0.060 0.348
H -9.45237 1.44374 -2.34411 -0.012 0.013 0.012 0.264
H -8.42909 1.79754 0.50988 0.018 -0.019 -0.007 0.269
H -9.41367 2.91272 -0.45392 0.096 0.104 -0.003 0.306

=====

63
Properties=species:S:1:pos:R:3:forces:R:3:mulliken_charge:R:1 method="wB97M-V/def2-TZVPD" orbital_gap_ev=9.18 smiles="COC(=O)C1CCN(C(=O)c2ccc(OC3CCN(Cc4ccccn4)CC3)cc2)CC1" relative_energy_kj_mol=214.9 homo_ha=-0.3098 e_lumo_ev=0.8
C -9.94161 -0.27878 0.52827 -0.162 -0.220 0.283 -0.697
O -8.86471 0.07932 -0.32691 0.024 0.250 -0.242 -0.292
C -7.70800 -0.56210 -0.12230 0.169 -0.037 -0.253 0.274
O -7.56343 -1.40782 0.72064 -0.055 -0.094 0.133 -0.587
C -6.64944 -0.09334 -1.10657 0.077 -0.033 -0.101 0.309
C -5.33030 -0.84248 -0.90527 -0.186 -0.032 0.272 -1.067
C -4.64798 -0.42520 0.40253 0.074 -0.505 -0.179 -0.663
N -4.48066 1.00782 0.45019 -0.151 0.029 0.161 0.061
C -3.31024 1.67169 0.27773 0.042 -0.021 0.098 0.270
O -3.27072 2.87175 0.06533 0.121 0.223 -0.176 -0.672
C -2.05798 0.86873 0.41119 0.263 0.089 -0.038 0.158
C -1.12574 0.88406 -0.61543 -0.277 0.021 0.177 -1.238
C 0.07867 0.21282 -0.49927 0.319 -0.173 -0.039 -0.142
C 0.38143 -0.47535 0.67185 -0.261 0.086 0.102 0.781
O 1.51536 -1.18131 0.91080 -0.114 -0.063 0.101 -0.455
C 2.57287 -1.18917 -0.03680 0.453 0.049 -0.034 0.142
C 3.48495 -2.36237 0.31943 -0.154 0.199 -0.256 -0.589
C 4.69227 -2.37703 -0.62740 -0.125 -0.136 0.091 -1.152
N 5.45427 -1.14595 -0.62457 0.196 -0.098 -0.003 0.058
C 6.27931 -0.95349 0.55678 -0.098 -0.077 -0.063 -0.338
C 7.30561 0.12087 0.31606 0.088 -0.040 -0.147 0.189
C 8.02125 0.16974 -0.87770 0.045 0.076 0.079 -0.457
C 8.95815 1.17223 -1.04860 -0.036 -0.023 0.080 -0.458
C 9.15359 2.08702 -0.02368 -0.036 -0.031 -0.004 -0.417
C 8.39106 1.95115 1.12449 0.301 0.268 -0.076 -0.204
N 7.48902 0.99876 1.29174 -0.328 -0.178 0.308 -0.505
C 4.60081 -0.01224 -0.92398 -0.138 0.161 0.021 -1.180
C 3.38273 0.10938 0.00146 -0.104 -0.202 -0.163 -0.501
C -0.54907 -0.47246 1.71558 0.188 -0.057 -0.042 -0.562
C -1.75037 0.18813 1.58752 0.061 0.069 -0.182 -0.091
C -5.72656 1.73628 0.34426 -0.089 0.441 -0.177 -1.004
C -6.42146 1.41904 -0.97879 -0.042 -0.026 0.169 -1.055
H -10.80491 0.28306 0.18187 0.048 -0.016 0.010 0.235
H -10.13123 -1.35230 0.46946 -0.022 0.099 0.020 0.304
H -9.70674 -0.02027 1.56276 -0.043 -0.024 -0.070 0.301
H -7.04830 -0.30619 -2.10503 -0.008 0.010 0.085 0.436
H -5.51383 -1.91693 -0.87930 0.040 -0.019 -0.052 0.369
H -4.66626 -0.62029 -1.74300 0.015 -0.010 -0.029 0.425
H -3.67763 -0.91487 0.47993 -0.174 0.032 0.031 0.529
H -5.27069 -0.73794 1.24647 0.126 -0.013 -0.036 0.259
H -1.34716 1.43124 -1.51975 -0.006 0.079 -0.072 0.428
H 0.76994 0.24246 -1.32663 0.091 -0.015 -0.040 0.397
H 2.16976 -1.35048 -1.04833 0.004 0.008 0.097 0.163
H 3.81345 -2.25119 1.35346 -0.016 -0.002 0.083 0.259
H 2.93164 -3.29854 0.23907 -0.022 -0.037 0.035 0.440
H 5.35944 -3.20228 -0.36943 -0.034 -0.010 -0.073 0.453
H 4.33867 -2.53538 -1.65241 0.007 -0.099 0.015 0.439
H 5.71667 -0.68918 1.46331 0.106 -0.026 -0.025 0.127
H 6.80537 -1.89427 0.75001 -0.079 -0.002 0.051 0.526
H 7.82509 -0.56345 -1.64352 -0.035 -0.064 -0.085 0.413
H 9.52970 1.24111 -1.96336 0.033 -0.003 -0.055 0.401
H 9.87537 2.88368 -0.11524 0.046 0.078 0.016 0.374
H 8.49897 2.63763 1.95450 0.081 0.106 0.005 0.406
H 5.20181 0.89728 -0.86564 -0.075 0.010 -0.115 0.484
H 4.25707 -0.12850 -1.95783 0.012 0.102 -0.012 0.419
H 3.70672 0.28847 1.02816 -0.044 0.008 0.064 0.217
H 2.76947 0.95765 -0.30496 0.006 0.047 0.035 0.573
H -0.29739 -0.99892 2.62272 0.036 -0.054 0.112 0.443
H -2.45131 0.19271 2.40943 -0.083 -0.034 0.079 0.454
H -5.49244 2.80063 0.40753 -0.112 -0.164 0.064 0.507
H -6.36810 1.45305 1.18631 0.005 0.032 0.019 0.365
H -7.37188 1.94887 -1.03948 0.036 0.035 -0.046 0.529
H -5.78436 1.75344 -1.79965 -0.008 0.027 -0.016 0.410

=====

64
Properties=species:S:1:pos:R:3:forces:R:3:mulliken_charge:R:1 method="wB97M-V/def2-TZVPD" orbital_gap_ev=8.31 smiles="CCN(CC)CCN1C(=O)C(=O)/C(=C(/O)c2c(C)[nH]c(C(=O)OC)c2C)[C@@H]1c1ccccc1" relative_energy_kj_mol=62.7 homo_ha=-0.3050 e_lumo_ev=0.0
C -4.39378 0.81493 -0.72711 -0.073 -0.223 0.234 -1.280
C -4.38575 -0.15826 0.44765 0.028 0.079 -0.139 -0.753
N -3.60780 0.33824 1.57132 -0.072 -0.177 -0.072 1.025
C -4.06758 1.59531 2.13613 -0.116 0.090 0.027 -0.871
C -5.51645 1.62635 2.63720 0.316 -0.085 -0.118 -1.428
C -3.31936 -0.67119 2.57718 0.335 0.083 0.208 -1.149
C -1.88390 -0.53926 3.11145 -0.431 -0.248 0.170 -0.961
N -0.91018 -0.83924 2.09774 -0.037 0.096 -0.214 0.424
C -0.26871 -2.02264 2.00654 -0.240 -0.437 0.576 0.165
O -0.39972 -2.96086 2.76561 0.122 -0.069 -0.143 -0.698
C 0.61789 -1.94949 0.76634 0.618 -0.202 -0.622 0.943
O 1.38216 -2.82157 0.40169 -0.314 0.092 0.483 -0.719
C 0.35846 -0.65414 0.17126 -0.106 0.526 -0.287 -0.600
C 0.95240 -0.09874 -0.91601 -0.147 -0.455 0.227 1.728
O 0.69273 1.20194 -1.18497 0.031 -0.089 0.071 -0.555
C 1.85899 -0.79170 -1.81354 0.174 -0.106 -0.298 0.151
C 1.69159 -2.04734 -2.39679 -0.223 0.194 0.013 -0.073
C 0.56320 -3.00075 -2.31976 0.103 -0.238 0.124 -1.737
N 2.76746 -2.28331 -3.16658 -0.039 -0.155 0.038 0.076
C 3.64663 -1.22976 -3.10335 -0.150 0.529 0.324 -0.127
C 4.91590 -1.23547 -3.80206 0.277 0.025 -0.149 0.205
O 5.72870 -0.34073 -3.80626 -0.103 -0.124 -0.004 -0.641
O 5.09731 -2.39874 -4.47670 -0.407 0.029 0.246 -0.338
C 6.32318 -2.51005 -5.18083 0.392 0.124 -0.165 -0.649
C 3.09547 -0.26586 -2.27388 0.303 -0.391 -0.324 0.862
C 3.71761 1.03576 -1.90390 0.147 -0.024 0.021 -1.754
C -0.57315 0.12122 1.06963 0.134 0.370 -0.485 0.146
C 0.10442 1.33690 1.66373 -0.106 0.139 0.106 0.089
C 1.27965 1.18283 2.38841 -0.094 0.064 -0.020 -0.313
C 1.90699 2.28378 2.94235 0.087 -0.082 0.033 -0.954
C 1.36514 3.54787 2.77634 0.003 0.118 0.005 -0.497
C 0.19379 3.70569 2.05587 0.008 0.141 0.027 -0.930
C -0.43535 2.60375 1.50274 0.045 -0.161 0.059 0.154
H -3.37965 1.12855 -0.96353 0.119 0.060 -0.044 0.208
H -4.81705 0.32353 -1.59984 -0.059 0.016 -0.101 0.424
H -4.99163 1.69654 -0.51282 -0.057 0.138 -0.029 0.291
H -5.42414 -0.40207 0.72784 0.050 -0.072 -0.028 0.551
H -3.90842 -1.08649 0.11931 -0.095 0.012 0.055 0.463
H -3.93870 2.37185 1.37802 0.060 0.080 0.102 0.477
H -3.39811 1.83738 2.96499 0.026 0.101 -0.066 0.383
H -5.70850 2.57715 3.12738 -0.075 0.088 0.054 0.450
H -6.21833 1.51831 1.81414 -0.125 -0.011 -0.055 0.297
H -5.69954 0.82933 3.35436 -0.087 -0.055 0.078 0.271
H -4.01150 -0.62264 3.42951 -0.041 -0.070 -0.016 0.314
H -3.41569 -1.66316 2.13109 -0.039 0.021 0.042 0.520
H -1.73724 -1.26188 3.91841 0.029 0.138 -0.005 0.551
H -1.70260 0.47140 3.48771 0.013 -0.048 0.035 0.214
H 1.21500 1.48750 -1.94637 -0.094 -0.111 0.011 0.434
H 0.73702 -3.69821 -1.49809 -0.068 -0.020 -0.069 0.301
H -0.36584 -2.47550 -2.11323 -0.074 0.014 -0.017 0.333
H 0.46926 -3.56212 -3.24718 -0.091 0.009 -0.085 0.517
H 2.94533 -3.12357 -3.69275 -0.063 0.052 0.021 0.220
H 6.41655 -1.70362 -5.91125 0.019 -0.099 0.044 0.293
H 6.30207 -3.47657 -5.67788 -0.003 0.045 0.027 0.236
H 7.16527 -2.45380 -4.48808 -0.051 -0.022 -0.083 0.290
H 4.79934 0.94489 -1.95688 0.015 0.120 0.021 0.442
H 3.42737 1.33655 -0.89872 -0.015 0.059 0.048 0.384
H 3.42959 1.82139 -2.60540 0.024 0.112 -0.002 0.371
H -1.48516 0.43591 0.54891 0.204 -0.027 0.086 -0.265
H 1.70062 0.19536 2.51681 0.071 -0.102 0.037 0.406
H 2.82081 2.15599 3.50367 0.078 -0.009 0.051 0.432
H 1.85610 4.40766 3.20790 0.035 0.069 0.035 0.409
H -0.23182 4.68995 1.92501 -0.031 0.085 -0.009 0.436
H -1.34837 2.72492 0.93953 -0.139 -0.008 -0.098 0.406